Entry from OMol25: a 6-piece molecular cluster, C12H28N4O15S3 overall in a non-equilibrium geometry (ωB97M-V/def2-TZVPD).

```
62
Properties=species:S:1:pos:R:3:mulliken_charge:R:1
O -1.2432 -4.4121 -0.8455 -0.412
S -0.9695 -4.9946 0.4560 1.021
O -1.7982 -6.0845 0.9591 -0.585
O 0.6115 -5.4276 0.6563 -0.369
C 0.9196 -5.4914 2.0952 -0.368
C 0.1710 -4.2406 2.5994 0.018
O -0.8116 -3.8268 1.6214 -0.228
H 0.7117 -6.4974 2.4596 0.271
H 1.9911 -5.3737 2.2569 0.287
H 0.8829 -3.4260 2.7323 0.011
H -0.3048 -4.5318 3.5359 0.349
O -2.5936 2.6213 -2.2921 -0.616
S -1.2487 2.2854 -2.8304 1.035
O -0.9363 1.0565 -3.4629 -0.335
O -0.8266 3.5395 -3.7947 -0.372
C -0.4146 4.6554 -3.0391 -0.464
C 0.4097 4.0137 -1.8313 0.193
O -0.0986 2.6816 -1.6987 -0.279
H 0.1754 5.2741 -3.7153 0.321
H -1.2912 5.1643 -2.6382 0.322
H 0.2421 4.6056 -0.9315 -0.263
H 1.4835 3.8569 -1.9341 0.290
O -1.0330 -2.5808 -7.8634 -0.541
S -1.6011 -2.8585 -6.4938 0.966
O -3.0294 -3.2605 -6.5146 -0.527
O -0.6179 -3.6182 -5.4049 -0.306
C 0.4771 -2.7866 -5.1771 -0.256
C -0.2080 -1.5438 -4.8159 -0.054
O -1.4564 -1.4498 -5.5786 -0.242
H 1.1909 -3.2279 -4.4814 0.335
H 1.1984 -2.6341 -5.9800 0.253
H 0.4019 -0.7545 -5.2555 0.174
H -0.3764 -1.4206 -3.7460 0.205
C 1.0032 0.9758 4.2537 -0.200
C -0.4106 1.2141 3.8933 -0.380
C -1.0350 -0.1592 3.7308 -0.606
O 0.0248 -0.8248 3.0017 -0.500
C 1.2649 -0.4417 3.5815 -0.694
H 0.9834 0.8689 5.3383 0.338
H 1.5674 1.8411 3.9058 0.021
H -0.4518 1.8988 3.0462 0.015
H -0.9256 1.7209 4.7095 0.429
H -1.9459 -0.2708 3.1427 0.330
H -1.2972 -0.6066 4.6896 0.368
H 1.9504 -0.2731 2.7509 0.372
H 1.7777 -1.1890 4.1870 0.343
N 0.4914 -1.6713 0.4711 -0.154
C 0.4297 -0.6115 -0.3194 0.522
N 0.0873 0.4598 0.3648 -0.051
O 0.7157 -0.7038 -1.5415 -0.736
H 0.1238 -1.6471 1.4115 0.425
H 0.6704 -2.5078 -0.0658 0.004
H 0.3809 1.3285 -0.0587 0.156
H -0.2553 0.3870 1.3121 0.054
N 1.3499 4.9784 3.2499 -0.449
C 0.7644 4.7289 2.0959 0.808
N -0.1254 5.6125 1.7693 -0.391
O 0.9490 3.7577 1.4229 -0.582
H 2.0235 4.2938 3.5625 0.257
H 0.9000 5.7257 3.7591 0.152
H -0.4327 6.3341 2.4057 0.149
H -0.5861 5.4681 0.8822 0.169
```

structure (SMILES) = O=S1(=O)OCCO1.O=S1(=O)OCCO1.O=S1(=O)OCCO1.C1CCOC1.NC(N)=O.NC(N)=O
HOMO energy = -9.108 eV


Entry from OMol25: C12H20BCl2EuF3IO8P2 as an isolated structure in a non-equilibrium geometry (ωB97M-V/def2-TZVPD).

```
50
Properties=species:S:1:pos:R:3:mulliken_charge:R:1
C 0.8758 -1.8585 2.7011 -1.539
C 0.0830 -2.1458 1.4047 -1.052
C -0.4743 -0.8520 0.7800 2.123
P -1.5039 -0.0517 2.1531 -0.422
P -3.5782 -0.6498 2.0263 0.900
O -3.7681 -1.9813 1.4767 -0.610
O -4.3630 0.5244 1.2251 -0.456
O -4.1705 -0.6152 3.5258 -0.515
O 0.5218 0.0978 0.5572 -0.807
B 0.8953 0.1298 -0.8600 -0.797
C 2.3477 -0.6866 -1.0089 -1.270
C 3.3381 -0.3416 0.0949 0.362
O 3.4586 1.0435 0.3587 -0.591
C 4.7327 -0.8928 -0.1575 0.729
F 5.4720 -0.7242 0.9349 -0.289
F 4.7001 -2.1917 -0.3623 -0.264
F 5.3677 -0.2790 -1.1413 -0.273
C 1.0902 1.5991 -1.5831 -0.019
Cl -0.0087 1.7415 -3.0634 -0.252
C 0.9655 2.8469 -0.7233 0.083
C -0.3958 3.0388 -0.0508 -0.737
Cl 1.2018 4.2910 -1.8425 -0.182
O -0.0641 -0.8295 -1.4843 0.415
C -1.1316 -1.1542 -0.6453 -1.038
I -1.6893 -3.2371 -1.0413 -0.004
C -2.4018 -0.3733 -1.0285 -0.638
C -2.6435 -0.2632 -2.5107 0.412
O -2.1421 -0.9381 -3.3523 -0.593
O -3.5501 0.6477 -2.8871 -0.524
H 1.6323 -2.6309 2.8373 0.379
H 1.3564 -0.8848 2.6710 0.325
H 0.2239 -1.9126 3.5644 0.447
H -0.7563 -2.7682 1.7051 0.735
H 0.7003 -2.6706 0.6824 0.501
H -1.4934 1.3306 1.8642 -0.052
H -5.3246 0.3892 1.2768 0.339
H -3.7205 0.1119 3.9901 0.335
H 2.7812 -0.5477 -2.0181 0.395
H 2.0968 -1.7382 -0.8969 0.395
H 2.9870 -0.8353 0.9937 -0.035
H 3.8822 1.4756 -0.3951 0.407
H 2.1025 1.6073 -1.9733 0.829
H 1.7647 2.9248 0.0011 0.423
H -0.2266 3.0953 1.0220 0.262
H -1.0726 2.2028 -0.2089 -0.161
H -0.8991 3.9558 -0.3372 0.512
H -3.2578 -0.9297 -0.6395 0.651
H -2.4663 0.6226 -0.5789 0.187
H -3.7455 1.1893 -2.1033 0.405
Eu 0.2703 0.1177 -4.9527 1.568
```

charge = +1
spin multiplicity = 8
HOMO energy (alpha / beta) = -11.176 / -11.176 eV


Entry from OMol25: C6H7F6N2O8PtS2 as an isolated structure (ωB97M-V/def2-TZVPD).

```
32
Properties=species:S:1:pos:R:3:mulliken_charge:R:1
Pt 0.5215 0.6414 0.7171 0.799
F -3.3893 2.0776 -1.8018 -0.213
C -3.4453 0.7678 -1.5658 0.552
F -4.2325 0.5560 -0.5143 -0.223
F -3.9800 0.1673 -2.6288 -0.219
S -1.7411 0.1308 -1.2876 1.163
O -1.4060 0.8746 -0.0545 -0.674
O -0.9862 0.4528 -2.4564 -0.627
N -2.0742 -1.3556 -1.0020 -0.323
S -1.1371 -2.5949 -1.3027 1.054
O -1.4481 -3.6624 -0.4052 -0.638
O 0.2260 -2.2625 -1.5862 -0.611
C -1.8201 -3.1679 -2.9195 0.611
F -1.6935 -2.2274 -3.8556 -0.222
F -1.1620 -4.2596 -3.3277 -0.226
F -3.1151 -3.4804 -2.8115 -0.243
N 2.3878 0.4187 1.4577 -0.468
C 3.1922 1.6481 1.6390 -0.414
C 2.3158 2.8552 1.9269 -0.840
C 1.6074 3.3421 0.6615 0.751
O 1.7082 4.5087 0.3261 -0.700
O 0.9585 2.4506 -0.0272 -0.673
H 2.2275 -0.0973 2.3364 0.459
H 2.8741 -0.2281 0.8435 0.344
H 3.7597 1.8211 0.7239 0.336
H 3.9053 1.4834 2.4494 0.353
H 2.9248 3.6780 2.2980 0.297
H 1.5784 2.5998 2.6925 0.358
O -0.1009 -1.1618 1.3870 -0.437
C 0.3794 -1.7879 2.3908 0.036
O 1.3217 -1.4578 3.1135 -0.729
H -0.1572 -2.7302 2.5834 0.366
```

charge = -1
HOMO energy = -6.280 eV
ΔE to the lowest compared entry with this formula, charge and spin = 0.00 kJ/mol


Entry from OMol25: C4H8O4 as an isolated structure in a non-equilibrium geometry (ωB97M-V/def2-TZVPD).

```
16
Properties=species:S:1:pos:R:3:mulliken_charge:R:1
C 0.3572 -0.7649 -0.5844 0.143
C -0.3360 0.7189 -0.7619 -0.446
C -1.0885 0.1713 0.4406 0.163
C 0.0229 -0.6005 0.8180 -0.505
H 2.3849 -1.1363 0.1216 0.392
H -0.2441 -1.7350 -0.9607 0.268
H -0.9236 0.8853 -1.6619 0.442
H 1.6790 1.2595 -0.0973 0.829
H -1.3210 1.0575 0.9883 0.406
H -2.4987 0.1103 -0.9941 0.377
H -0.0530 -1.6506 1.5556 0.256
H 1.1501 0.9756 0.4879 -0.098
O 1.7956 -0.7937 -0.6810 -0.582
O 0.5356 1.5607 -0.2931 -0.430
O -2.4474 -0.3985 0.1014 -0.545
O 0.9869 0.3406 1.5211 -0.667
```

HOMO energy = -9.494 eV
ΔE to the lowest compared entry with this formula, charge and spin = 1114.46 kJ/mol


Entry from OMol25: an isolated ion of composition C5H7N5O and charge +2 in a non-equilibrium geometry (ωB97M-V/def2-TZVPD).

```
18
Properties=species:S:1:pos:R:3:mulliken_charge:R:1
N -1.0023 2.1531 -1.4560 -0.227
C -0.3515 1.6029 -0.5043 0.165
N 0.9543 1.9972 -0.1021 -0.179
N 1.4601 1.2839 0.7325 -0.145
C 0.5568 0.2169 1.2105 -0.253
N 1.3005 -1.0260 1.2906 -0.078
C 0.9501 -1.9989 0.5174 0.019
N -0.0981 -1.9811 -0.3419 -0.033
C -0.7652 -0.8413 -0.7842 0.260
O -1.4479 -0.8750 -1.7487 -0.416
C -0.6521 0.2785 0.3226 0.233
H -2.1220 2.1724 -1.7166 0.407
H -0.6746 3.0410 -1.8561 0.379
H 0.2456 0.3187 2.1772 0.505
H 2.1348 -0.8948 1.7763 0.257
H 1.5019 -2.9723 0.5839 0.419
H -0.3615 -2.7054 -0.9022 0.225
H -1.6290 0.2303 0.8009 0.464
```

structure (SMILES) = [NH2+]=C1N=N[C@@H]2[NH+]=CNC(=O)[C@H]12
charge = +2
HOMO energy = -19.186 eV
ΔE to the lowest compared entry with this formula, charge and spin = 0.00 kJ/mol


Entry from OMol25: an isolated ion of composition C2H7N4O and charge +1 in a non-equilibrium geometry (ωB97M-V/def2-TZVPD).

```
14
Properties=species:S:1:pos:R:3:mulliken_charge:R:1
N 1.6338 1.3515 -0.0027 -0.298
C 0.9708 0.2311 0.0128 0.685
N 1.6060 -0.8977 0.4577 -0.460
N -0.2615 0.0906 -0.4980 -0.065
N -1.1726 -0.9293 -0.3657 -0.310
C -2.3807 -0.4023 0.0554 0.137
O -2.4878 0.6689 0.5688 -0.461
H 2.5686 1.4641 0.2542 0.185
H 1.2360 2.1590 -0.3573 0.186
H 2.5100 -0.7052 0.9002 0.260
H 0.9457 -1.4470 1.0574 0.303
H -0.7364 1.0277 -0.7303 0.277
H -1.1859 -1.5199 -1.1318 0.235
H -3.2460 -1.0914 -0.2205 0.327
```

structure (SMILES) = NC(N)=[NH+]NC=O
charge = +1
HOMO energy = -14.885 eV
ΔE to the lowest compared entry with this formula, charge and spin = 78.78 kJ/mol